Model i:
The following is a DFT calculation (the ωB97M-V functional and the def2-TZVPD basis) of a 3-piece molecular cluster, C5H15NO2 overall.

ORCA input file:
```
! RIJCOSX wB97M-V def2-TZVPD def2/J DEFGRID3
* xyz 1 2
C 1.9194 0.8916 -0.7107
N 1.1579 0.7974 0.5714
C 0.4740 -0.5422 0.7254
C -0.7942 -0.3289 1.6525
C -0.9455 1.1975 1.7396
C 0.0002 1.7675 0.6168
H 1.2328 0.7143 -1.6204
H 2.7582 0.1600 -0.7945
H 2.2935 1.8883 -0.6769
H 0.2468 -0.9358 -0.2909
H 1.0721 -1.3237 1.2648
H -0.6742 -0.8475 2.5731
H -1.6560 -0.8135 1.1687
H -0.7119 1.4158 2.7734
H -1.9042 1.6428 1.6293
H -0.5815 1.9574 -0.3443
H 0.3506 2.7942 0.8598
H 0.2418 0.8087 -4.2494
H -0.6353 0.7143 -2.9569
O 0.0298 0.3347 -3.4205
H -1.1625 -4.2716 0.6500
H -1.3114 -3.6263 -0.8612
O -1.4004 -4.3947 -0.2990
*
```

Calculated values
- <S²> = 0.75
- HOMO (alpha / beta) (eV) = -14.11 / -14.11
- orbital gap (alpha / beta) (eV) = 11.145 / 6.161

---

Model ii:
The following is a DFT calculation (the ωB97M-V functional and the def2-TZVPD basis) of a 3-piece molecular cluster, C5H15NO2 overall.

ORCA input file:
```
! RIJCOSX wB97M-V def2-TZVPD def2/J DEFGRID3
* xyz 1 2
C 0.9880 1.2288 -1.8840
C 0.3384 0.1486 -1.0302
C -0.8592 0.8757 -0.1390
C -0.1714 1.6764 0.8613
C -0.2755 1.3581 2.2102
N -0.2558 -0.9041 -1.6938
H 1.7467 0.8585 -2.5697
H 1.4557 1.9117 -1.1884
H 0.2372 1.8167 -2.4219
H 1.0214 -0.2854 -0.2979
H -1.5091 1.4822 -0.7565
H -1.3555 0.0531 0.3628
H 0.3957 2.5811 0.6987
H 0.0913 2.1518 2.8449
H -0.8239 0.4942 2.5591
H 0.2576 -1.7758 -1.7211
H -0.7268 -0.7187 -2.5704
H 1.5004 -1.6641 2.6916
H 0.6272 -2.0821 1.4791
O 0.8662 -1.3326 2.0484
H -1.5767 -2.9131 0.8038
H -1.0650 -2.0712 -0.3962
O -0.9067 -2.8899 0.1092
*
```

Calculated values
- <S²> = 0.77
- HOMO (alpha / beta) (eV) = -14.33 / -13.84
- orbital gap (alpha / beta) (eV) = 10.993 / 5.844

---

Short version: model i is the least stable of them.

---

Model i:
The following is a DFT calculation (the ωB97M-V functional and the def2-TZVPD basis) of a 8-piece molecular cluster, C18H52O8 overall.

ORCA input file:
```
! RIJCOSX wB97M-V def2-TZVPD def2/J DEFGRID3
* xyz 0 1
C 34.8358 -42.2944 20.1113
O 36.1711 -42.2609 20.4197
H 34.7673 -42.6756 19.0804
H 34.1887 -41.3163 20.0848
H 34.2022 -42.7770 20.7646
H 36.5018 -41.4695 20.5089
C 39.2493 -39.9715 19.0130
O 39.7290 -38.8492 19.6048
H 39.6010 -40.0138 18.0200
H 38.0834 -40.1566 19.0606
H 39.6357 -40.6218 19.6202
H 39.8567 -37.9828 19.1325
C 35.7922 -38.6268 17.4338
O 35.7061 -39.9142 18.0830
H 36.0733 -38.7204 16.3191
H 36.5820 -38.1275 17.9752
H 34.8943 -38.0439 17.4221
H 36.0364 -40.5622 17.5891
C 39.2501 -35.4861 19.6041
C 38.9811 -35.5578 18.0994
C 39.8296 -34.5637 17.3252
O 39.0584 -36.8950 17.6624
H 39.2394 -34.4339 19.9848
H 40.3131 -35.7807 19.7596
H 38.5133 -36.2749 20.1071
H 37.8872 -35.3574 17.9125
H 39.6078 -33.5959 17.6602
H 39.6930 -34.6192 16.2161
H 40.6594 -34.9038 17.4753
H 38.5850 -36.8882 16.9084
C 39.8775 -39.5496 24.3822
C 39.1875 -39.8829 23.0864
C 38.6949 -41.3299 22.9635
O 37.9993 -39.0399 23.1536
H 41.0434 -39.9623 24.2125
H 39.5692 -39.7658 25.4383
H 40.1463 -38.3415 24.4166
H 39.7550 -39.4864 22.1554
H 39.4771 -41.9068 23.1496
H 38.0790 -41.6868 21.9918
H 37.9160 -41.5351 23.7121
H 37.6329 -39.1015 22.2064
C 38.3649 -42.6195 14.4168
C 37.4012 -42.7657 15.5432
C 38.0542 -42.9027 16.9597
O 36.6876 -41.4860 15.6733
H 39.0446 -43.4308 14.1783
H 38.8766 -41.5448 14.2756
H 37.5526 -42.5766 13.5481
H 36.8616 -43.5690 15.4160
H 38.4627 -43.9311 17.0766
H 37.4323 -42.7414 17.8173
H 39.0148 -42.4713 16.8160
H 36.4090 -41.3962 14.8774
C 34.7866 -38.9741 22.4820
C 35.2417 -38.4885 21.1179
C 35.7011 -37.0191 21.0359
O 36.3010 -39.2346 20.6142
H 34.5578 -39.9828 22.6019
H 33.8411 -38.4417 22.8064
H 35.5757 -39.0009 23.0859
H 34.2862 -38.5872 20.4816
H 35.9021 -36.7546 20.1014
H 36.2563 -36.7746 21.8614
H 34.7978 -36.1766 21.0990
H 36.0447 -39.3891 19.8026
C 44.2450 -42.8957 22.9587
C 43.7885 -42.3286 21.5921
C 42.3038 -41.8049 21.6736
O 44.6491 -41.2953 21.2629
H 45.3284 -43.0916 23.0617
H 44.1213 -43.9293 22.8511
H 43.8459 -42.5554 23.7046
H 43.8906 -43.2341 20.8870
H 42.5028 -41.0087 22.0563
H 41.7635 -42.4197 22.2887
H 41.8584 -41.8732 20.6853
H 44.6032 -40.9201 20.5037
*
```

Calculated values
- SMILES = CC(C)O.CC(C)O.CC(C)O.CC(C)O.CC(C)O.CO.CO.CO
- HOMO (eV) = -9.29
- orbital gap (eV) = 9.654

---

Model ii:
The following is a DFT calculation (the ωB97M-V functional and the def2-TZVPD basis) of a 8-piece molecular cluster, C18H52O8 overall.

ORCA input file:
```
! RIJCOSX wB97M-V def2-TZVPD def2/J DEFGRID3
* xyz 0 1
C 3.2985 0.9987 1.9939
O 2.6627 2.1600 1.4009
H 2.4392 0.4380 2.3932
H 3.8162 0.3697 1.2777
H 3.9726 1.2947 2.8011
H 2.1769 2.5968 2.1051
C -2.0176 3.0815 -3.0186
O -1.8370 2.6158 -1.6780
H -2.9070 3.7156 -2.9911
H -1.2145 3.7292 -3.3918
H -2.1795 2.2692 -3.7345
H -1.0542 2.0503 -1.6125
C -3.1266 -3.8850 1.7037
O -3.1570 -4.3648 3.0985
H -2.2098 -4.1549 1.1815
H -3.9099 -4.3677 1.1036
H -3.3172 -2.8094 1.7573
H -2.2823 -4.6341 3.3882
C -0.0330 0.4516 0.3278
C 0.8983 0.2361 -0.8540
C 0.1868 -0.6370 -1.9010
O 1.1247 1.4710 -1.5520
H -0.9714 0.9114 0.0327
H 0.4773 0.9751 1.1288
H -0.3342 -0.5378 0.7015
H 1.8410 -0.2230 -0.5389
H -0.8311 -0.2541 -1.9811
H 0.0955 -1.6542 -1.5022
H 0.7647 -0.6864 -2.8170
H 1.8473 1.9533 -1.1252
C 2.5221 -3.9285 -2.0047
C 3.5123 -4.2673 -0.8860
C 3.6126 -3.0990 0.0911
O 3.0367 -5.4089 -0.1480
H 2.8279 -3.0814 -2.6260
H 1.5076 -3.7475 -1.6639
H 2.4301 -4.7806 -2.6985
H 4.4844 -4.4351 -1.3670
H 3.8124 -3.4744 1.0945
H 2.6737 -2.5392 0.1517
H 4.3791 -2.4145 -0.2568
H 3.1272 -6.1647 -0.7457
C -5.0620 0.4021 1.2649
C -5.8223 -0.3174 0.1631
C -5.3495 -1.7561 0.1275
O -7.2325 -0.3022 0.4320
H -5.3788 1.4259 1.4290
H -3.9929 0.3630 1.0428
H -5.1676 -0.1499 2.2094
H -5.6012 0.2157 -0.7626
H -5.6036 -2.2180 1.0862
H -4.2624 -1.8215 0.0376
H -5.7754 -2.3198 -0.7007
H -7.4347 -0.9784 1.0833
C -3.1117 3.1767 2.3866
C -3.1994 4.4541 1.5508
C -3.1630 5.6623 2.4215
O -2.1521 4.5937 0.5931
H -4.0671 2.8004 2.7470
H -2.5190 3.3435 3.2976
H -2.5541 2.4157 1.8413
H -4.1589 4.4460 1.0137
H -2.1505 5.9230 2.7457
H -3.7308 5.5761 3.3524
H -3.5769 6.5279 1.8960
H -2.1657 3.8886 -0.0804
C 6.1813 1.0138 -0.7681
C 6.1441 -0.4108 -1.2188
C 5.0065 -0.6207 -2.1862
O 7.4384 -0.7210 -1.8253
H 6.3676 1.7531 -1.5580
H 7.0374 1.2036 -0.1108
H 5.2640 1.3422 -0.2823
H 6.1674 -1.0483 -0.3222
H 4.9360 0.0725 -3.0208
H 4.0892 -0.5292 -1.5886
H 5.0242 -1.6225 -2.6346
H 7.4303 -1.5522 -2.3006
*
```

Calculated values
- SMILES = CC(C)O.CC(C)O.CC(C)O.CC(C)O.CC(C)O.CO.CO.CO
- HOMO (eV) = -9.72
- orbital gap (eV) = 10.076

---

Short version: model i is the least stable of them.

---

Model i:
The following is a DFT calculation (the ωB97M-V functional and the def2-TZVPD basis) of one molecule with the formula C2H2Cl4S.

ORCA input file:
```
! RIJCOSX wB97M-V def2-TZVPD def2/J DEFGRID3
* xyz 0 1
C 0.5022 -0.3725 -0.2864
C 1.5357 0.8455 -0.3428
S -1.2285 0.1504 0.1973
Cl 1.2014 -1.5561 0.7530
Cl 0.8858 2.1817 -1.3571
Cl 1.9305 1.2342 1.2663
Cl 3.0142 0.0758 -1.0926
H 0.4944 -0.8187 -1.2532
H -1.0993 -0.8936 1.0501
*
```

Calculated values
- SMILES = S[C@H](Cl)C(Cl)(Cl)Cl
- HOMO (eV) = -9.96
- orbital gap (eV) = 10.406

---

Model ii:
The following is a DFT calculation (the ωB97M-V functional and the def2-TZVPD basis) of a 2-piece molecular cluster, C2H2Cl4S overall.

ORCA input file:
```
! RIJCOSX wB97M-V def2-TZVPD def2/J DEFGRID3
* xyz 0 1
C 0.1812 0.8036 -0.1385
C 1.6062 0.4660 0.3287
S -3.5915 -2.0377 -0.2593
Cl -1.1304 0.3822 0.8096
Cl 1.6817 -1.2895 0.8652
Cl 2.9096 0.7061 -0.8181
Cl 1.9054 1.4030 1.8104
H -0.1136 1.4430 -1.0298
H -3.4486 -1.8767 -1.5684
*
```

Calculated values
- HOMO (alpha / beta) (eV) = -10.15 / -9.00
- orbital gap (alpha / beta) (eV) = 9.115 / 6.525

---

Short version: model ii is the least stable of them.

---

Model i:
The following is a DFT calculation (the ωB97M-V functional and the def2-TZVPD basis) of an isolated ion of composition C3H3N2O and charge +1.

ORCA input file:
```
! RIJCOSX wB97M-V def2-TZVPD def2/J DEFGRID3
* xyz 1 3
C 2.4448 -0.6309 0.0379
C 1.9522 0.9900 -0.0784
C 0.1933 -0.5717 -0.0014
N 3.1772 0.4237 -0.0073
N 0.6847 0.8690 0.0155
O 1.4172 -1.3737 -0.0024
H -0.4818 -0.7973 0.8029
H -0.3559 -0.6294 -0.8116
H 0.1424 1.6488 0.0957
*
```

Calculated values
- <S²> = 2.01
- HOMO (alpha / beta) (eV) = -12.61 / -17.20
- orbital gap (alpha / beta) (eV) = 7.197 / 9.771

---

Model ii:
The following is a DFT calculation (the ωB97M-V functional and the def2-TZVPD basis) of C3H3N2O as an isolated structure.

ORCA input file:
```
! RIJCOSX wB97M-V def2-TZVPD def2/J DEFGRID3
* xyz 1 3
C 0.1543 1.0516 0.9767
C 0.1104 -0.0555 0.1034
C -0.7839 -1.2074 -0.2640
N 0.9860 0.4764 -0.6866
N 0.9051 2.0655 1.0389
O 1.5820 1.8730 -0.0151
H -0.0657 -1.8532 -0.7907
H -1.4901 -0.9398 -1.0265
H -1.3982 -1.4107 0.6639
*
```

Calculated values
- <S²> = 2.03
- HOMO (alpha / beta) (eV) = -16.51 / -18.06
- orbital gap (alpha / beta) (eV) = 9.733 / 7.975

---

Short version: model ii is the least stable of them.

---

Model i:
The following is a DFT calculation (the ωB97M-V functional and the def2-TZVPD basis) of a 2-piece molecular cluster, C8H7NO4 overall.

ORCA input file:
```
! RIJCOSX wB97M-V def2-TZVPD def2/J DEFGRID3
* xyz 0 1
C 1.8065 -1.2155 0.1755
C -0.5383 -0.9344 -0.0925
C -1.7210 -1.5448 0.0809
C -2.8850 -0.7168 0.1781
C -2.8200 0.6774 -0.1554
C -1.4925 1.2883 -0.4426
C -0.2350 0.5446 0.0449
C 2.0876 0.3403 -0.0244
H 3.3205 -1.2067 -0.6921
H 1.4297 -1.1895 1.1497
H -1.4669 -2.6045 0.2909
H -3.8813 -1.1173 0.2957
H -3.5639 1.2934 -0.1238
H -1.2452 2.4500 -0.8855
H 2.2910 3.0598 1.2671
N 0.9948 0.9908 -0.2357
O 2.9453 -1.7924 -0.1062
O 0.5945 -1.6005 -0.6064
O 1.0991 2.5498 -0.0288
O 3.2802 0.7281 -0.0892
*
```

Calculated values
- HOMO (eV) = -8.70
- orbital gap (eV) = 6.060

---

Model ii:
The following is a DFT calculation (the ωB97M-V functional and the def2-TZVPD basis) of one molecule with the formula C8H7NO4.

ORCA input file:
```
! RIJCOSX wB97M-V def2-TZVPD def2/J DEFGRID3
* xyz 0 1
O 0.2593 -0.0810 2.3174
C 0.4035 -1.4173 2.1019
O 1.5438 -2.0424 2.8465
N -0.5350 -2.1625 1.1787
O 0.0928 -2.6722 0.0983
C -0.3584 -1.9628 -1.1450
O -0.7153 -2.5894 -2.2732
C -0.3267 -0.2949 -1.0236
C -1.5509 0.5629 -0.2792
C -1.4203 2.1954 -0.1614
C -0.0616 2.9215 -0.8117
C 1.1507 2.0739 -1.5363
C 1.0235 0.4434 -1.6564
H 2.2322 -1.3013 2.9040
H -1.0322 -2.8985 1.7346
H -2.4426 -0.0780 0.1634
H -2.2486 2.8460 0.3810
H -0.0080 4.1077 -0.6930
H 2.1400 2.5607 -1.9809
H 1.8540 -0.2111 -2.1651
*
```

Calculated values
- SMILES = O=C(O)NOC(=O)c1ccccc1
- HOMO (eV) = -8.85
- orbital gap (eV) = 8.565

---

Short version: model ii is the least stable of them.

---

Model i:
The following is a DFT calculation (the ωB97M-V functional and the def2-TZVPD basis) of a 2-piece molecular cluster, C5H14NS overall.

ORCA input file:
```
! RIJCOSX wB97M-V def2-TZVPD def2/J DEFGRID3
* xyz -1 1
C 1.9174 -0.3859 -2.7635
C 0.4546 -0.7282 -2.5276
S 0.1424 -0.9876 -0.7429
H 2.5074 -1.2716 -2.3513
H 2.2071 0.4905 -2.1375
H 2.1827 -0.2684 -3.8352
H 0.2420 -1.6977 -3.0584
H -0.2472 0.0527 -2.8796
C -2.4454 0.1138 1.5078
C -1.0339 0.1568 2.0709
N -0.4115 1.4392 1.6369
C 1.0827 1.2745 1.5393
H -3.0693 -0.7708 1.7631
H -2.2186 0.1276 0.4134
H -3.0271 1.0275 1.8573
H -0.4537 -0.6408 1.6906
H -1.0452 0.1234 3.1492
H -0.6544 2.1359 2.3533
H 1.5257 2.2739 1.3943
H 1.5484 0.8569 2.4763
H 1.2522 0.7021 0.6305
*
```

Calculated values
- HOMO (eV) = -2.37
- orbital gap (eV) = 6.434

---

Model ii:
The following is a DFT calculation (the ωB97M-V functional and the def2-TZVPD basis) of a 2-piece molecular cluster, C5H14NS overall.

ORCA input file:
```
! RIJCOSX wB97M-V def2-TZVPD def2/J DEFGRID3
* xyz -1 1
C 2.6377 -0.7791 -0.3521
C 2.3269 0.2839 0.6982
S 0.6068 0.8978 0.5638
N 2.4653 -0.3180 -1.7377
H 1.9682 -1.6284 -0.2091
H 3.6647 -1.1530 -0.2390
H 3.0222 1.1238 0.5596
H 2.4897 -0.1307 1.6958
H 3.1987 0.3495 -1.9563
H 1.6001 0.2248 -1.7188
C -3.1414 0.8713 0.4714
C -2.7183 -0.2560 -0.4710
C -2.3267 -1.5131 0.2965
H -3.7626 0.4877 1.2852
H -3.7233 1.6226 -0.0670
H -2.2617 1.3606 0.8839
H -1.8564 0.0956 -1.0399
H -3.5176 -0.4771 -1.1866
H -2.1542 -2.3714 -0.3556
H -1.4178 -1.3422 0.8695
H -3.1578 -1.8018 0.9553
*
```

Calculated values
- HOMO (eV) = -2.59
- orbital gap (eV) = 6.686

---

Short version: model i is the least stable of them.